Record 1
100
Properties=species:S:1:pos:R:3:lowdin_charge:R:1 method="wB97M-V/def2-TZVPD" spin_multiplicity=2 relative_energy_kcal_mol=0.0 charge=-1 e_homo_ev="-2.1 / -5.9" orbital_gap_ev="4.2 / 8.0"
Sc -0.419 0.386 -1.162 0.165
C -0.828 -4.243 -5.653 -0.071
C -1.735 -3.507 -4.697 -0.298
O -1.026 -3.350 -3.456 -0.335
P -1.574 -2.340 -2.341 -0.100
S -0.203 -2.284 -0.909 0.358
S -2.049 -0.559 -3.066 0.364
O -2.951 -3.007 -1.861 -0.338
C -2.931 -4.230 -1.104 -0.296
C -4.348 -4.523 -0.676 -0.071
H -1.322 -4.361 -6.618 0.077
H -0.575 -5.230 -5.266 0.078
H 0.094 -3.680 -5.800 0.072
H -2.658 -4.062 -4.507 0.116
H -1.998 -2.520 -5.083 0.085
H -2.273 -4.097 -0.243 0.089
H -2.525 -5.030 -1.729 0.117
H -4.731 -3.712 -0.057 0.073
H -4.377 -5.447 -0.096 0.077
H -4.999 -4.635 -1.543 0.077
Cl 5.426 2.941 -5.360 0.681
C 4.131 2.171 -4.522 -0.719
C 3.400 2.870 -3.563 -0.700
Cl 3.801 4.500 -3.183 0.698
C 2.352 2.248 -2.904 -0.571
Cl 1.391 3.073 -1.731 0.770
C 2.011 0.908 -3.151 -0.463
O 1.082 0.309 -2.475 -0.307
C 2.757 0.225 -4.124 -0.609
Cl 2.367 -1.432 -4.389 0.738
C 3.798 0.846 -4.800 -0.704
Cl 4.697 -0.035 -5.976 0.690
C -5.678 1.493 -1.990 -0.042
C -4.985 0.674 -0.923 -0.493
C -5.883 -0.329 -0.233 -0.044
O -4.495 1.596 0.093 -0.300
P -2.927 1.681 0.368 -0.058
S -1.942 2.487 -1.182 0.326
S -2.199 -0.129 0.738 0.357
O -2.856 2.735 1.525 -0.286
C -3.236 2.682 2.934 -0.415
C -4.745 2.742 3.054 -0.049
C -2.624 1.506 3.665 -0.066
H -6.014 0.840 -2.797 0.085
H -4.985 2.225 -2.404 0.073
H -6.541 2.017 -1.575 0.084
H -4.133 0.151 -1.363 0.052
H -6.732 0.175 0.235 0.083
H -5.321 -0.865 0.533 0.066
H -6.257 -1.052 -0.959 0.085
H -2.793 3.600 3.318 0.140
H -5.200 1.827 2.672 0.076
H -5.145 3.587 2.493 0.086
H -5.017 2.857 4.105 0.084
H -3.087 0.565 3.369 0.054
H -2.783 1.652 4.735 0.089
H -1.551 1.451 3.481 0.074
F 1.594 5.996 4.615 0.083
C 0.873 4.859 4.894 -0.574
F 1.218 4.529 6.160 0.101
F -0.420 5.306 4.951 0.084
C 1.057 3.769 3.935 -0.173
C 1.879 2.656 4.218 -0.059
C 2.061 1.656 3.302 -0.111
C 1.394 1.698 2.026 -0.432
C 0.625 2.867 1.730 -0.158
C 0.469 3.869 2.640 -0.058
P 1.503 0.408 0.856 0.996
C 3.149 0.468 0.026 -0.343
C 3.941 1.605 0.141 -0.061
C 5.089 1.741 -0.626 -0.005
C 5.450 0.734 -1.510 -0.126
C 4.677 -0.415 -1.623 -0.009
C 3.527 -0.539 -0.861 -0.102
C 6.699 0.880 -2.326 -0.576
F 6.945 2.161 -2.658 0.112
F 6.647 0.176 -3.472 0.109
F 7.794 0.443 -1.659 0.130
C 1.672 -1.146 1.840 -0.341
C 2.849 -1.882 1.949 -0.057
C 2.904 -3.017 2.741 -0.007
C 1.778 -3.429 3.440 -0.130
C 0.605 -2.692 3.364 0.001
C 0.560 -1.558 2.572 -0.096
C 1.868 -4.662 4.286 -0.578
F 2.703 -4.500 5.335 0.130
F 0.679 -5.036 4.792 0.127
F 2.344 -5.718 3.589 0.128
H 2.371 2.594 5.181 0.105
H 2.695 0.813 3.553 0.093
H 0.154 2.968 0.759 0.022
H -0.115 4.745 2.380 0.114
H 3.633 2.397 0.814 0.111
H 5.693 2.637 -0.552 0.124
H 4.952 -1.190 -2.328 0.124
H 2.894 -1.412 -0.988 0.105
H 3.734 -1.574 1.408 0.100
H 3.822 -3.587 2.814 0.123
H -0.270 -3.005 3.917 0.119
H -0.350 -0.975 2.527 0.052

***

Record 2
85
Properties=species:S:1:pos:R:3:lowdin_charge:R:1 method="wB97M-V/def2-TZVPD" relative_energy_kcal_mol=9.5 e_homo_ev="-6.5 / -6.5" orbital_gap_ev="5.2 / 5.2"
W 1.478 0.445 -0.127 1.180
Cl 0.889 5.535 -5.460 0.657
C 0.730 4.414 -4.144 -0.669
C -0.132 4.726 -3.082 -0.082
C -0.284 3.852 -2.037 0.016
C 0.421 2.633 -2.007 -0.395
O 0.247 1.795 -1.024 -0.337
C 1.299 2.340 -3.068 -0.179
C 2.053 1.131 -3.109 -0.109
N 2.118 0.203 -2.198 -0.095
C 2.762 -1.013 -2.546 -0.194
C 3.171 -1.392 -3.803 -0.003
C 3.775 -2.650 -4.000 -0.055
C 3.939 -3.523 -2.965 -0.024
C 3.490 -3.180 -1.673 -0.146
C 3.584 -4.050 -0.561 0.006
C 3.095 -3.634 0.638 -0.018
C 2.507 -2.359 0.749 -0.146
N 2.397 -1.528 -0.267 -0.103
C 2.900 -1.923 -1.476 -0.165
C 1.436 3.245 -4.141 -0.051
H -0.665 5.667 -3.092 0.109
H -0.928 4.082 -1.197 0.118
H 2.616 0.989 -4.025 0.122
H 3.026 -0.756 -4.662 0.109
H 4.102 -2.920 -4.996 0.111
H 4.397 -4.492 -3.121 0.118
H 4.039 -5.025 -0.678 0.123
H 3.146 -4.254 1.521 0.116
H 2.117 -2.028 1.700 0.095
H 2.106 3.011 -4.959 0.117
S 5.267 2.790 1.535 0.497
C 3.965 1.974 0.969 -1.777
S 3.326 0.496 1.586 0.588
S 2.952 2.431 -0.343 0.625
O -2.126 -0.239 1.996 -0.001
C -1.240 0.558 2.813 -0.311
C 0.030 0.567 1.968 -0.594
O 0.562 1.607 1.536 -0.071
O 0.539 -0.537 1.583 -0.218
C -0.958 -0.110 4.145 -0.164
C -1.952 -0.823 4.804 -0.020
C -1.699 -1.390 6.045 -0.075
C -0.451 -1.248 6.634 -0.086
C 0.545 -0.539 5.978 -0.063
C 0.292 0.029 4.737 -0.012
C -1.804 1.963 2.940 -0.134
C -1.939 2.608 4.159 -0.004
C -2.481 3.888 4.217 -0.068
C -2.889 4.525 3.059 -0.081
C -2.747 3.886 1.832 -0.068
C -2.203 2.618 1.771 -0.021
H -3.021 0.086 2.161 0.114
H -2.924 -0.946 4.343 0.116
H -2.478 -1.945 6.552 0.103
H -0.253 -1.691 7.601 0.102
H 1.523 -0.426 6.427 0.108
H 1.081 0.580 4.235 0.124
H -1.623 2.118 5.071 0.118
H -2.580 4.383 5.174 0.105
H -3.310 5.521 3.107 0.103
H -3.052 4.387 0.921 0.103
H -2.049 2.139 0.810 0.107
C -0.506 -1.358 -4.199 -0.174
C -0.480 -2.217 -2.941 -0.401
Sb -0.745 -1.112 -1.119 1.552
C -2.527 -0.063 -1.669 -0.393
C -3.660 -0.854 -2.309 -0.174
C -1.279 -2.759 0.137 -0.406
C -2.740 -3.185 0.140 -0.182
H -0.300 -1.954 -5.090 0.074
H 0.240 -0.559 -4.158 0.047
H -1.474 -0.876 -4.349 0.058
H 0.476 -2.742 -2.861 0.040
H -1.258 -2.984 -2.970 0.052
H -2.153 0.706 -2.352 0.047
H -2.875 0.468 -0.781 0.039
H -3.320 -1.496 -3.124 0.055
H -4.408 -0.175 -2.725 0.073
H -4.167 -1.489 -1.583 0.051
H -0.957 -2.472 1.137 0.031
H -0.636 -3.581 -0.195 0.053
H -3.380 -2.375 0.495 0.058
H -2.895 -4.036 0.807 0.071
H -3.089 -3.484 -0.850 0.060

***

Record 3
82
Properties=species:S:1:pos:R:3:lowdin_charge:R:1 method="wB97M-V/def2-TZVPD" relative_energy_kcal_mol=50.0 charge=+2 e_homo_ev="-13.0 / -13.0" orbital_gap_ev="6.2 / 6.2"
W 0.408 0.596 0.315 1.937
O 1.762 -0.449 -0.491 -0.235
C 3.062 -0.757 -0.612 -0.244
C 3.480 -1.768 -1.496 0.029
C 4.817 -1.847 -1.750 0.000
C 5.778 -1.030 -1.056 -0.019
C 5.374 -0.104 -0.129 0.011
C 3.984 0.035 0.121 -0.147
C 3.494 1.050 0.961 0.000
N 2.229 1.421 1.166 -0.066
C 2.098 2.631 1.988 -0.167
C 0.669 2.798 2.450 -0.142
N -0.224 2.339 1.350 -0.095
C -1.395 2.902 1.217 0.011
C -2.478 2.591 0.328 -0.194
C -3.583 3.365 0.339 -0.007
C -4.731 2.971 -0.283 -0.018
C -4.677 1.741 -0.916 -0.020
C -3.540 0.934 -1.031 0.065
C -2.486 1.445 -0.308 -0.311
O -1.404 0.647 -0.207 -0.233
H 2.691 -2.395 -1.934 0.106
H 5.186 -2.630 -2.452 0.141
H 6.768 -1.336 -1.241 0.104
H 6.073 0.488 0.412 0.121
H 4.221 1.574 1.561 0.151
H 2.335 3.568 1.470 0.120
H 2.603 2.642 2.954 0.143
H 0.417 3.808 2.677 0.124
H 0.449 2.195 3.339 0.117
H -1.623 3.833 1.786 0.164
H -3.533 4.250 0.955 0.132
H -5.641 3.564 -0.379 0.134
H -5.518 1.472 -1.540 0.123
H -3.467 -0.059 -1.536 0.155
C -0.623 -0.504 -3.913 -0.034
O -0.482 -0.884 -2.522 -0.140
C 0.178 -2.068 -2.304 -0.248
C 0.586 -2.952 -3.278 -0.009
C 1.020 -4.254 -2.980 -0.025
C 0.966 -4.670 -1.661 -0.051
C 0.475 -3.794 -0.685 -0.022
C 0.197 -2.526 -0.986 -0.193
N -0.287 -1.572 0.046 -0.020
N -1.183 -2.087 0.755 0.135
C -1.627 -1.466 1.898 -0.127
C -0.922 -0.490 2.594 -0.312
O 0.284 0.011 2.247 -0.202
C -1.377 -0.100 3.854 0.028
C -2.642 -0.564 4.353 0.055
C -3.265 -1.655 3.704 -0.139
C -4.406 -2.300 4.382 0.024
C -4.969 -3.408 3.780 -0.054
C -4.521 -3.799 2.508 -0.045
C -3.475 -3.209 1.838 -0.024
C -2.802 -2.166 2.461 -0.086
H -1.311 -1.165 -4.496 0.120
H 0.422 -0.456 -4.301 0.107
H -1.117 0.492 -3.880 0.104
H 0.404 -2.654 -4.213 0.066
H 1.311 -4.964 -3.742 0.121
H 1.182 -5.652 -1.295 0.110
H 0.270 -4.149 0.370 0.152
H -0.939 0.686 4.414 0.100
H -3.000 -0.134 5.233 0.105
H -4.729 -1.936 5.347 0.116
H -5.732 -3.987 4.226 0.103
H -5.061 -4.658 2.019 0.137
H -3.088 -3.563 0.940 0.090
C 2.576 3.818 -1.224 -0.039
C 1.800 2.698 -1.931 -0.428
C 2.775 1.703 -2.659 -0.034
C 0.659 2.086 -1.236 -0.195
H 3.090 4.448 -1.901 0.085
H 3.367 3.503 -0.598 0.062
H 1.905 4.375 -0.699 0.047
H 1.258 3.088 -2.800 0.143
H 3.503 1.149 -2.047 0.058
H 3.444 2.330 -3.275 0.096
H 2.222 0.956 -3.301 0.093
H 0.279 1.203 -1.899 0.091
H -0.209 2.756 -1.172 0.086

***

Record 4
83
Properties=species:S:1:pos:R:3:lowdin_charge:R:1 method="wB97M-V/def2-TZVPD" charge=+1 e_homo_ev=-10.6 orbital_gap_ev=6.2
C 1.804 -3.372 2.560 -0.032
C 2.269 -1.989 2.961 -0.401
N 1.757 -0.993 2.361 0.175
C 3.343 -1.836 4.019 -0.056
C 2.986 -2.277 5.468 -0.364
C 4.268 -2.912 6.049 -0.073
C 4.318 -3.245 7.538 -0.350
O 5.591 -2.759 7.994 -0.028
C 4.215 -4.753 7.877 -0.193
N 3.776 -5.606 6.767 0.010
C 1.715 -3.122 5.602 -0.083
N 1.151 -2.744 6.908 0.127
C 1.519 -1.433 7.047 -0.329
N 0.843 -0.582 7.856 0.192
N 2.570 -1.109 6.282 0.207
H 1.804 -3.474 1.481 0.089
H 2.424 -4.144 3.013 0.081
H 0.786 -3.510 2.920 0.083
H 2.155 -0.116 2.695 0.069
H 4.262 -2.336 3.720 0.131
H 3.595 -0.777 4.083 0.123
H 4.538 -3.760 5.430 0.125
H 5.042 -2.153 5.907 0.135
H 3.571 -2.690 8.114 0.120
H 5.531 -2.522 8.919 0.096
H 3.535 -4.875 8.727 0.111
H 5.196 -5.086 8.198 0.124
H 2.770 -5.682 6.727 0.058
H 4.127 -6.543 6.897 0.081
H 1.784 -4.188 5.426 0.129
H 0.957 -2.789 4.894 0.117
H 1.371 -3.323 7.707 0.157
H -0.075 -0.273 7.586 0.131
H 1.246 -0.222 8.701 0.122
H 3.307 -0.593 6.758 0.190
C -2.354 6.550 -0.304 -0.052
C -3.225 6.262 -1.350 -0.049
C -3.369 4.959 -1.795 -0.008
C -2.636 3.938 -1.204 -0.084
C -1.746 4.231 -0.167 -0.083
C -1.616 5.538 0.285 -0.002
C -0.916 3.161 0.454 -0.277
O -0.148 3.412 1.362 0.095
C -1.049 1.775 -0.074 -0.082
C -0.245 0.773 0.451 -0.014
C -0.356 -0.525 -0.012 -0.064
C -1.286 -0.826 -1.005 -0.051
C -2.089 0.168 -1.538 0.003
C -1.969 1.474 -1.080 -0.081
C -2.817 2.538 -1.684 -0.284
O -3.626 2.274 -2.546 0.110
H -2.248 7.568 0.046 0.109
H -3.792 7.056 -1.816 0.111
H -4.051 4.732 -2.602 0.110
H -0.933 5.756 1.094 0.119
H 0.469 1.019 1.221 0.092
H 0.275 -1.295 0.398 0.069
H -1.380 -1.842 -1.367 0.107
H -2.809 -0.059 -2.313 0.123
C -2.978 3.920 -5.396 -0.057
C -1.713 3.496 -5.003 -0.060
C -1.068 2.492 -5.702 0.001
C -1.689 1.897 -6.793 -0.081
C -2.966 2.311 -7.176 -0.079
C -3.603 3.330 -6.479 0.008
C -3.672 1.662 -8.318 -0.277
O -4.778 2.025 -8.655 0.110
C -2.979 0.550 -9.028 -0.082
C -3.635 -0.104 -10.063 -0.001
C -3.003 -1.131 -10.742 -0.055
C -1.708 -1.505 -10.396 -0.057
C -1.051 -0.860 -9.363 -0.003
C -1.685 0.164 -8.670 -0.084
C -0.972 0.827 -7.542 -0.278
O 0.157 0.502 -7.238 0.103
H -3.477 4.710 -4.852 0.097
H -1.230 3.952 -4.147 0.107
H -0.083 2.159 -5.406 0.120
H -4.588 3.650 -6.788 0.122
H -4.639 0.195 -10.328 0.121
H -3.517 -1.642 -11.545 0.108
H -1.214 -2.303 -10.933 0.107
H -0.046 -1.146 -9.086 0.120